[1]
94
Properties=species:S:1:pos:R:3:forces:R:3 method="wB97M-V/def2-TZVPD" homo_energy_ha=-0.5932 charge=+3
Zr -0.020302 0.490499 -0.060008 0.82 2.21 -0.56
P -0.106020 -0.417401 -2.477798 0.27 -0.97 -1.30
P 0.614400 0.351692 2.422662 0.73 -0.81 1.29
N 1.844239 -0.550337 -0.184506 -1.05 -0.06 0.24
C 1.689565 -0.842634 -2.687447 -0.19 0.45 0.25
H 1.826324 -1.559319 -3.510426 -0.14 0.08 0.32
H 2.211504 0.071740 -3.008272 -0.09 -0.17 0.23
C 2.260875 -1.368008 -1.359482 0.32 -0.02 -0.35
H 1.991849 -2.441274 -1.229444 -0.03 0.59 0.20
H 3.363115 -1.355911 -1.452099 -0.39 0.02 0.23
C 2.611681 -0.994300 1.010002 0.31 -0.09 0.33
H 3.693044 -1.004821 0.778186 -0.44 -0.01 -0.11
H 2.366957 -2.044631 1.289230 -0.10 0.49 -0.32
C 2.415419 -0.070882 2.225009 -0.22 0.43 -0.23
H 2.971561 0.870213 2.096473 -0.15 -0.22 -0.15
H 2.812595 -0.515419 3.149321 -0.22 -0.01 -0.27
C -0.043142 -0.916342 3.597875 -0.17 -0.08 -0.04
C -1.568942 -0.981597 3.531751 -0.18 -0.04 0.09
H -1.947498 -1.825887 4.125798 0.18 0.23 -0.10
H -1.916616 -1.133742 2.497980 0.04 0.05 0.42
H -2.030450 -0.065505 3.921938 0.10 -0.23 -0.12
C 0.509377 2.145841 2.989737 -0.11 -0.09 -0.32
C -0.931003 2.592635 3.276511 -0.37 -0.06 -0.13
H -0.976986 3.687992 3.362748 0.13 -0.29 0.08
H -1.342652 2.164686 4.203635 0.22 0.11 -0.28
H -1.620942 2.319557 2.453828 0.40 0.16 0.58
C -0.434556 1.117713 -3.502829 -0.02 0.09 0.30
C -1.918508 1.502637 -3.468466 -0.24 -0.05 -0.02
H -2.039970 2.528038 -3.845795 0.06 -0.30 0.01
H -2.301882 1.509326 -2.436250 0.05 -0.09 -0.43
H -2.556162 0.837681 -4.076084 0.36 0.24 0.21
C -1.055915 -1.910074 -2.983723 -0.12 -0.06 0.09
C -2.494452 -1.841515 -2.457819 -0.10 -0.08 -0.13
H -2.989217 -2.809909 -2.617159 0.09 0.29 -0.01
H -3.086541 -1.063677 -2.959566 0.15 -0.25 0.12
H -2.521605 -1.647199 -1.378568 -0.05 -0.03 -0.31
C -0.655496 -1.547493 0.322406 1.57 -5.61 0.78
O -0.479750 -2.682154 0.492725 -1.13 3.86 -0.55
C 1.510577 2.466362 4.106119 0.11 0.05 0.17
H 1.228950 1.992626 5.056846 0.12 0.18 -0.35
H 2.529233 2.161593 3.833933 -0.24 0.08 0.20
H 1.528574 3.555398 4.258707 -0.04 -0.31 -0.03
C 0.177787 1.062765 -4.908798 0.06 -0.07 -0.13
H 0.092050 2.059816 -5.363887 -0.01 -0.27 0.12
H 1.246773 0.811448 -4.875010 -0.31 0.04 -0.14
H -0.347030 0.346124 -5.555855 0.22 0.26 0.23
C -0.955414 -2.163590 -4.490028 -0.06 -0.11 -0.14
H -1.359295 -3.161542 -4.701798 0.08 0.23 0.00
H -1.547297 -1.433605 -5.057501 0.17 -0.21 0.12
H 0.085388 -2.147957 -4.844571 -0.34 0.01 0.02
C 0.479242 -0.694704 5.017986 -0.01 -0.04 0.19
H 0.029219 0.200222 5.468375 0.14 -0.25 -0.08
H 0.193915 -1.558077 5.633316 0.09 0.22 -0.11
H 1.573806 -0.609543 5.049235 -0.30 0.01 0.09
H 0.347768 -1.884345 3.228213 0.09 0.44 -0.07
H -0.557990 -2.750733 -2.464694 0.07 0.37 -0.06
H 0.845615 2.720612 2.098190 0.01 -0.26 0.10
H 0.100571 1.921299 -2.953203 -0.02 -0.29 -0.08
H 1.466740 2.088353 -0.784376 -0.39 0.63 0.19
H 0.898349 2.603330 -0.623140 0.51 -0.38 -0.23
C -5.795902 2.298896 4.279770 0.16 0.02 -0.14
C -5.376512 0.967146 4.219548 0.31 -0.10 -0.57
C -4.516815 0.538203 3.191783 -0.15 0.41 0.13
C -4.012597 1.462520 2.261702 -0.15 -0.11 0.34
C -4.448650 2.794674 2.315881 0.00 -0.28 0.18
C -5.345142 3.208924 3.321580 0.30 -0.44 -0.37
As -2.877617 0.757145 0.733494 -1.67 0.74 0.83
C -4.216037 -0.723470 0.400984 0.13 0.37 -0.20
C -3.878560 -2.046407 0.697357 -0.13 -0.15 -0.24
C -4.853975 -3.059663 0.613370 0.29 0.44 0.12
C -6.168675 -2.735073 0.271803 0.04 -0.18 -0.02
C -6.514991 -1.406969 0.025152 0.39 0.49 0.04
C -5.542012 -0.392508 0.106524 -0.15 -0.30 -0.03
C -2.998553 2.451009 -0.328361 -0.51 -0.82 -0.22
C -4.134587 2.710143 -1.110184 0.50 0.48 -0.05
C -4.231546 3.934652 -1.791625 -0.18 -0.46 0.18
C -3.203589 4.875550 -1.698074 0.14 0.03 0.08
C -2.081393 4.612084 -0.910412 0.16 0.00 0.07
C -1.980566 3.406416 -0.201814 -0.03 -0.31 -0.46
H -6.498387 2.618678 5.052592 0.27 -0.10 -0.24
H -5.737146 0.237298 4.942300 0.02 0.18 -0.18
H -4.303447 -0.521201 3.074397 0.04 0.14 0.22
H -4.143241 3.490257 1.541882 -0.01 0.11 0.27
H -5.703156 4.236232 3.318702 0.10 -0.21 0.04
H -2.857906 -2.297975 0.991471 -0.47 -0.12 -0.09
H -4.576900 -4.092570 0.831005 -0.10 0.32 -0.04
H -6.930200 -3.525948 0.210718 0.42 0.45 0.03
H -7.544443 -1.140857 -0.218971 0.31 -0.08 0.09
H -5.822799 0.654037 -0.007996 -0.12 -0.37 -0.01
H -4.916079 1.955385 -1.171653 0.13 0.35 -0.18
H -5.121751 4.149842 -2.389886 0.34 -0.07 0.21
H -3.280023 5.827979 -2.231623 0.03 -0.39 0.21
H -1.277504 5.347891 -0.828950 -0.33 -0.17 -0.02
H -1.112484 3.241747 0.456208 -0.30 0.08 -0.06

---

[2]
95
Properties=species:S:1:pos:R:3:forces:R:3 method="wB97M-V/def2-TZVPD" homo_energy_ha=-0.3692 charge=+1
Hg 0.143568 -0.698612 0.315207 -2.63 -0.13 0.38
P 0.490450 1.027867 2.229833 -0.23 -0.68 -0.82
P 0.240268 -0.947808 -2.245153 -0.15 0.12 0.11
N 2.534317 0.452700 -0.320983 -0.95 -0.30 0.32
C 2.237808 1.591961 1.957489 0.29 -0.54 -0.50
H 2.385234 2.585140 2.402309 0.03 -0.27 -0.01
H 2.896078 0.865297 2.489795 -0.44 0.52 -0.36
C 2.689988 1.668568 0.448692 0.75 0.04 0.71
H 2.204267 2.547949 -0.036636 0.17 -0.42 0.17
H 3.796321 1.847856 0.487107 -0.79 0.49 0.04
C 2.588927 0.651440 -1.756137 0.70 -0.60 -0.40
H 3.682931 0.687175 -2.003476 -0.83 0.31 -0.31
H 2.123416 1.614635 -2.068088 0.15 -0.37 0.18
C 2.005878 -0.517597 -2.633904 0.39 0.05 0.85
H 2.627757 -1.424874 -2.471172 -0.40 0.53 -0.08
H 2.108010 -0.219398 -3.685314 -0.07 -0.19 0.19
C -0.778723 -0.110933 -3.541589 0.43 -0.16 -0.23
C -2.246165 -0.073548 -3.141250 -0.48 0.15 -0.14
H -2.778658 0.583700 -3.852230 0.07 -0.29 0.30
H -2.388460 0.337591 -2.128883 0.00 -0.31 -0.44
H -2.711807 -1.072830 -3.187687 0.18 0.46 0.05
C 0.071461 -2.791452 -2.397802 0.36 0.24 -0.38
C -1.384408 -3.284973 -2.357230 0.08 -0.08 -0.07
H -1.345216 -4.352486 -2.097761 -0.20 0.22 -0.12
H -1.901559 -3.191299 -3.332163 0.28 0.05 0.50
H -1.958053 -2.771832 -1.570539 0.06 -0.12 -0.28
C 0.515235 -0.129545 3.682651 0.35 0.55 0.03
C -0.895237 -0.543263 4.122793 0.03 -0.13 0.22
H -0.769709 -1.417615 4.783483 -0.23 0.29 -0.13
H -1.506222 -0.855201 3.261565 0.15 0.18 0.30
H -1.423402 0.242145 4.699228 0.29 -0.36 -0.34
C -0.568054 2.499907 2.541586 0.47 -0.13 0.19
C -2.063053 2.189097 2.382425 0.12 0.20 0.11
H -2.591939 3.145187 2.506940 -0.10 -0.32 -0.06
H -2.416164 1.488323 3.156799 0.07 0.24 -0.42
H -2.273198 1.786391 1.377964 0.01 0.03 0.52
C -1.118617 1.788614 -0.793654 1.32 5.75 -2.19
O -0.788741 2.843215 -1.220542 -1.46 -5.25 2.10
C 0.850438 -3.376246 -3.582384 -0.26 -0.46 0.02
H 0.367309 -3.140259 -4.534560 0.16 -0.02 0.15
H 1.900479 -3.068883 -3.625194 -0.26 -0.01 0.05
H 0.830980 -4.466588 -3.475635 0.11 0.07 -0.12
C 1.379434 0.379917 4.847057 -0.28 -0.37 0.21
H 1.415036 -0.424311 5.588408 0.12 0.14 0.08
H 2.412872 0.616955 4.568878 -0.29 -0.02 -0.01
H 0.922228 1.248705 5.326992 0.17 -0.13 -0.05
C -0.238056 3.151498 3.881870 -0.42 0.63 0.08
H -0.724770 4.133113 3.873035 0.12 -0.01 0.23
H -0.646797 2.605481 4.738735 0.13 -0.02 -0.21
H 0.834944 3.319899 4.028636 -0.21 -0.11 -0.01
C -0.588878 -0.694117 -4.952879 -0.25 0.41 -0.07
H -1.091681 -1.656818 -5.081526 0.13 0.10 0.11
H -1.064696 0.010029 -5.644043 0.08 -0.16 -0.09
H 0.462219 -0.781063 -5.245848 -0.17 -0.06 0.08
H -0.412834 0.930941 -3.594708 0.06 -0.31 0.30
H -0.281756 3.230388 1.766783 0.01 -0.33 -0.01
H 0.539135 -3.155443 -1.472204 0.07 0.19 -0.11
H 0.984543 -1.041397 3.278020 0.01 0.34 -0.07
H 1.929678 -0.357372 0.100030 3.10 2.26 -1.33
H 1.618761 -1.468899 0.560244 -0.01 -1.92 0.80
O -2.147603 -1.318058 0.935264 -0.97 0.24 0.06
P -3.637297 -1.646962 0.955772 1.48 -0.16 -0.21
C -4.522183 -0.886338 -0.420770 0.11 0.33 -0.07
C -5.119822 -1.645594 -1.436186 -0.18 0.37 0.07
C -5.779763 -0.990772 -2.480260 0.01 -0.10 -0.07
C -5.827309 0.404080 -2.531646 0.15 -0.32 -0.07
C -5.189149 1.151755 -1.549441 0.34 0.32 0.46
C -4.513058 0.523589 -0.498581 -0.57 -0.54 -0.31
C -3.779922 -3.431387 0.854069 -0.03 0.11 -0.03
C -5.030546 -4.046753 0.796972 0.39 -0.76 0.01
C -5.087314 -5.444172 0.782038 -0.07 0.13 -0.08
C -3.909952 -6.203373 0.815500 -0.23 -0.13 0.00
C -2.676378 -5.565535 0.872711 0.43 -0.02 0.02
C -2.595599 -4.176710 0.897968 -0.53 -0.11 -0.13
C -4.408957 -1.195243 2.516446 -0.31 0.44 0.48
C -4.077625 -1.978942 3.640050 -0.15 0.27 -0.26
C -4.534406 -1.619003 4.904633 0.06 -0.21 -0.01
C -5.342665 -0.494455 5.067173 0.19 0.16 0.23
C -5.654597 0.296550 3.965425 -0.11 0.12 -0.17
C -5.208237 -0.047092 2.686926 0.31 -0.58 0.40
H -5.087993 -2.737087 -1.404980 -0.01 0.40 -0.04
H -6.260776 -1.584407 -3.261686 0.17 0.22 0.24
H -6.324636 0.910893 -3.360124 0.06 -0.19 0.28
H -5.209819 2.244543 -1.592402 0.01 -0.38 -0.02
H -4.012553 1.100493 0.279139 -0.10 -0.05 -0.29
H -5.936637 -3.447877 0.742698 0.08 -0.15 0.13
H -6.060532 -5.930174 0.728468 0.27 0.02 0.03
H -3.947156 -7.303542 0.792903 -0.08 0.66 0.02
H -1.746158 -6.140108 0.896165 -0.39 0.08 0.00
H -1.637232 -3.665503 0.929241 -0.17 -0.08 0.05
H -3.466599 -2.871994 3.499760 -0.12 0.22 0.14
H -4.253343 -2.223534 5.769387 -0.15 0.16 -0.27
H -5.697744 -0.214891 6.071195 0.17 -0.16 -0.61
H -6.247545 1.201732 4.098400 0.07 -0.28 -0.05
H -5.483826 0.558683 1.834132 -0.02 0.01 0.09

---

| no. | maximum force (eV Å⁻¹) |
| --- | --- |
| 1 | 5.88 |
| 2 | 6.29 |